[1]
{"formula": "C4H12ClN2Si", "method": "ωB97M-V/def2-TZVPD", "orbital_gap_ev": [6.815, 7.257], "charge": 1, "e_homo_ev": [-10.56, -14.10], "fmax_ev_per_a": 6.07, "lumo_ev": [-3.7, -6.8], "spin_multiplicity": 3, "species": ["C", "C", "C", "C", "N", "N", "Si", "Cl", "H", "H", "H", "H", "H", "H", "H", "H", "H", "H", "H", "H"], "xyz": [[1.110, 0.425, 0.002], [2.552, -1.215, -1.081], [-1.257, -1.269, 1.579], [-0.989, 0.931, 0.588], [1.367, -0.497, -0.950], [-1.569, -0.236, 0.641], [-1.588, 2.186, -0.810], [2.240, 0.514, 1.290], [2.681, -2.150, -1.618], [2.957, -1.551, -0.130], [3.515, -0.627, -1.527], [-0.730, -2.062, 1.033], [-0.681, -0.771, 2.419], [-2.275, -1.653, 1.894], [-0.753, 1.388, 1.550], [0.739, -0.746, -1.701], [-2.118, -0.444, -0.156], [-3.005, 2.676, -0.483], [-1.658, 1.942, -2.213], [-0.539, 3.158, -0.327]]}



[2]
{"formula": "C57H125N5O11", "method": "ωB97M-V/def2-TZVPD", "orbital_gap_ev": 8.273, "smiles": "CC1(C)CCCC(C)(C)N1O.CC1(C)CCCC(C)(C)N1O.CC1(C)CCCC(C)(C)N1O.CC1(C)CCCC(C)(C)N1O.CC1(C)CCCC(C)(C)N1O.COCCOC.COCCOC.COCCOC", "e_homo_ev": -8.05, "fmax_ev_per_a": 4.92, "lumo_ev": 0.2, "spin_multiplicity": 1, "species": ["C", "O", "C", "C", "O", "C", "H", "H", "H", "H", "H", "H", "H", "H", "H", "H", "C", "O", "C", "C", "O", "C", "H", "H", "H", "H", "H", "H", "H", "H", "H", "H", "C", "O", "C", "C", "O", "C", "H", "H", "H", "H", "H", "H", "H", "H", "H", "H", "C", "C", "C", "C", "C", "C", "N", "O", "C", "C", "C", "H", "H", "H", "H", "H", "H", "H", "H", "H", "H", "H", "H", "H", "H", "H", "H", "H", "H", "H", "C", "C", "C", "C", "C", "C", "N", "O", "C", "C", "C", "H", "H", "H", "H", "H", "H", "H", "H", "H", "H", "H", "H", "H", "H", "H", "H", "H", "H", "H", "C", "C", "C", "C", "C", "C", "N", "O", "C", "C", "C", "H", "H", "H", "H", "H", "H", "H", "H", "H", "H", "H", "H", "H", "H", "H", "H", "H", "H", "H", "C", "C", "C", "C", "C", "C", "N", "O", "C", "C", "C", "H", "H", "H", "H", "H", "H", "H", "H", "H", "H", "H", "H", "H", "H", "H", "H", "H", "H", "H", "C", "C", "C", "C", "C", "C", "N", "O", "C", "C", "C", "H", "H", "H", "H", "H", "H", "H", "H", "H", "H", "H", "H", "H", "H", "H", "H", "H", "H", "H"], "xyz": [[11.878, -28.179, 6.011], [12.517, -29.401, 6.168], [12.646, -29.903, 7.488], [13.146, -31.368, 7.471], [14.525, -31.417, 6.920], [15.436, -32.334, 7.525], [10.835, -28.465, 6.148], [12.000, -27.969, 4.948], [12.190, -27.277, 6.537], [11.714, -29.737, 8.030], [13.316, -29.289, 8.090], [12.423, -32.008, 6.964], [13.071, -31.813, 8.463], [15.149, -32.411, 8.573], [16.455, -31.993, 7.340], [15.395, -33.311, 7.044], [9.677, -36.377, 22.044], [10.111, -35.709, 20.854], [10.298, -36.508, 19.755], [10.653, -35.539, 18.594], [12.080, -35.415, 18.370], [12.812, -34.816, 19.433], [10.511, -36.870, 22.545], [8.939, -37.123, 21.748], [9.260, -35.675, 22.766], [9.393, -37.092, 19.589], [11.081, -37.203, 20.057], [10.296, -34.516, 18.707], [10.166, -35.885, 17.682], [12.918, -35.406, 20.344], [12.486, -33.844, 19.801], [13.827, -34.498, 19.197], [12.394, -35.872, 10.885], [12.086, -34.549, 11.303], [12.634, -34.360, 12.576], [12.222, -32.998, 13.175], [12.592, -31.848, 12.439], [13.995, -31.475, 12.523], [12.092, -36.707, 11.518], [13.471, -35.982, 10.762], [12.042, -36.029, 9.866], [13.688, -34.610, 12.701], [12.144, -35.151, 13.144], [12.620, -32.928, 14.187], [11.143, -33.025, 13.322], [14.372, -31.206, 13.509], [14.192, -30.695, 11.787], [14.553, -32.333, 12.146], [17.145, -40.801, 16.588], [17.268, -39.523, 17.535], [18.740, -39.452, 17.999], [19.720, -38.913, 17.022], [19.352, -37.479, 16.601], [17.846, -37.441, 16.040], [16.929, -38.208, 16.887], [15.686, -38.317, 16.273], [17.509, -35.914, 16.086], [17.910, -37.865, 14.516], [16.429, -39.710, 18.803], [17.491, -41.732, 17.036], [17.789, -40.644, 15.723], [16.144, -40.920, 16.174], [18.911, -38.931, 18.940], [19.040, -40.476, 18.225], [19.680, -39.613, 16.187], [20.685, -38.874, 17.527], [20.014, -37.131, 15.809], [19.509, -36.804, 17.443], [17.647, -35.510, 17.088], [18.251, -35.298, 15.577], [16.569, -35.546, 15.674], [16.926, -37.993, 14.065], [18.553, -37.233, 13.905], [18.409, -38.829, 14.415], [16.426, -38.808, 19.415], [16.643, -40.629, 19.348], [15.384, -39.736, 18.495], [15.259, -37.682, 16.853], [12.847, -22.441, 8.837], [13.688, -21.997, 10.082], [12.981, -22.329, 11.390], [13.100, -23.804, 11.823], [14.562, -24.234, 11.874], [15.335, -23.925, 10.592], [15.066, -22.513, 10.113], [15.890, -22.045, 9.044], [16.817, -24.053, 11.056], [14.979, -24.991, 9.490], [13.765, -20.456, 10.071], [13.460, -22.494, 7.937], [12.091, -21.668, 8.694], [12.305, -23.371, 9.006], [13.215, -21.635, 12.198], [11.935, -22.163, 11.134], [12.590, -24.467, 11.124], [12.719, -24.051, 12.814], [14.523, -25.275, 12.196], [15.009, -23.735, 12.734], [16.976, -24.923, 11.692], [17.508, -24.067, 10.213], [17.155, -23.203, 11.648], [13.916, -25.076, 9.266], [15.354, -24.644, 8.528], [15.410, -25.955, 9.760], [12.797, -19.966, 9.956], [14.408, -20.092, 9.269], [14.236, -20.067, 10.973], [16.418, -21.420, 9.547], [12.048, -42.839, 11.304], [13.499, -43.241, 10.893], [14.016, -44.406, 11.852], [13.440, -45.853, 11.578], [13.530, -46.172, 10.053], [13.026, -45.095, 9.072], [13.569, -43.700, 9.482], [13.253, -42.702, 8.622], [13.647, -45.401, 7.752], [11.531, -45.102, 8.799], [14.417, -41.951, 11.110], [12.033, -42.543, 12.353], [11.616, -42.021, 10.726], [11.333, -43.657, 11.219], [15.101, -44.364, 11.756], [13.819, -44.104, 12.881], [14.034, -46.506, 12.217], [12.401, -46.080, 11.814], [12.960, -47.040, 9.723], [14.593, -46.365, 9.909], [13.168, -44.741, 7.028], [13.288, -46.343, 7.336], [14.723, -45.224, 7.754], [11.230, -46.072, 8.403], [11.261, -44.296, 8.117], [10.921, -44.954, 9.691], [14.190, -41.133, 10.427], [14.155, -41.633, 12.119], [15.473, -42.218, 11.055], [14.044, -42.596, 8.089], [7.788, -29.234, 11.655], [6.490, -29.872, 11.098], [5.891, -28.754, 10.108], [4.869, -29.213, 9.061], [5.441, -30.381, 8.242], [6.001, -31.581, 9.096], [6.856, -31.115, 10.245], [7.273, -32.098, 11.053], [4.890, -32.425, 9.524], [6.890, -32.315, 8.067], [5.488, -30.126, 12.274], [8.251, -29.774, 12.481], [7.657, -28.174, 11.877], [8.573, -29.343, 10.907], [5.267, -28.079, 10.694], [6.617, -28.055, 9.693], [4.410, -28.430, 8.457], [4.008, -29.555, 9.636], [6.133, -29.974, 7.505], [4.578, -30.780, 7.708], [4.217, -32.635, 8.692], [5.282, -33.387, 9.854], [4.325, -31.958, 10.330], [7.572, -31.568, 7.662], [7.575, -33.018, 8.540], [6.283, -32.818, 7.314], [5.878, -30.936, 12.891], [4.467, -30.334, 11.953], [5.490, -29.291, 12.974], [8.188, -32.183, 10.774], [14.247, -26.645, 21.546], [14.915, -26.911, 20.136], [14.625, -25.750, 19.125], [15.533, -25.704, 17.908], [16.957, -25.647, 18.432], [17.411, -26.882, 19.305], [16.389, -27.033, 20.359], [16.649, -28.022, 21.222], [17.660, -28.198, 18.575], [18.781, -26.491, 19.932], [14.253, -28.160, 19.609], [13.223, -26.284, 21.444], [14.774, -25.833, 22.046], [14.236, -27.527, 22.185], [13.621, -25.694, 18.704], [14.788, -24.875, 19.755], [15.388, -24.779, 17.349], [15.249, -26.418, 17.135], [17.392, -24.725, 18.818], [17.513, -25.724, 17.497], [18.423, -28.109, 17.801], [17.990, -29.039, 19.186], [16.753, -28.518, 18.062], [19.104, -27.105, 20.772], [19.562, -26.297, 19.197], [18.721, -25.531, 20.446], [14.524, -28.975, 20.280], [14.602, -28.463, 18.621], [13.172, -28.095, 19.484], [16.646, -27.588, 22.078]]}



[3]
{"formula": "CH19B4NO2Tl", "method": "ωB97M-V/def2-TZVPD", "orbital_gap_ev": 6.340, "charge": -1, "e_homo_ev": -4.15, "fmax_ev_per_a": 9.09, "lumo_ev": 2.2, "spin_multiplicity": 1, "species": ["Tl", "B", "H", "H", "H", "H", "B", "H", "H", "H", "H", "B", "H", "H", "H", "H", "B", "H", "H", "H", "H", "C", "N", "O", "O", "H", "H", "H"], "xyz": [[-6.464, -2.566, -22.599], [-8.241, -1.732, -21.283], [-8.810, -0.924, -20.851], [-7.300, -2.011, -20.834], [-8.812, -2.624, -21.078], [-8.048, -1.518, -22.323], [-7.934, -4.476, -23.019], [-8.164, -3.752, -22.252], [-7.911, -3.989, -23.981], [-6.972, -4.913, -22.800], [-8.681, -5.254, -22.997], [-5.403, -4.217, -23.993], [-5.990, -3.414, -24.412], [-5.954, -4.623, -23.159], [-5.200, -5.063, -24.632], [-4.445, -3.782, -23.754], [-5.027, -1.045, -21.860], [-5.328, -1.779, -21.128], [-4.318, -0.385, -21.385], [-4.548, -1.504, -22.710], [-5.912, -0.491, -22.130], [-7.072, -2.701, -18.910], [-6.670, -3.821, -19.734], [-6.204, -4.778, -19.114], [-6.664, -3.639, -20.947], [-7.344, -2.952, -17.885], [-7.989, -2.342, -19.378], [-6.317, -1.945, -19.125]]}



[4]
{"formula": "C4H10N2O", "method": "ωB97M-V/def2-TZVPD", "orbital_gap_ev": 9.478, "smiles": "NCCNCC=O", "e_homo_ev": -8.52, "fmax_ev_per_a": 0.50, "lumo_ev": 1.0, "spin_multiplicity": 1, "species": ["N", "C", "C", "N", "C", "C", "O", "H", "H", "H", "H", "H", "H", "H", "H", "H", "H"], "xyz": [[0.700, 0.284, -2.323], [1.186, 1.035, -1.180], [1.015, 0.318, 0.148], [-0.355, -0.027, 0.386], [-0.771, -0.573, 1.635], [-2.069, -1.323, 1.456], [-3.027, -1.220, 2.175], [1.413, -0.155, -2.887], [0.097, 0.813, -2.935], [0.624, 1.975, -1.111], [2.232, 1.331, -1.303], [1.393, 0.986, 0.936], [1.638, -0.587, 0.166], [-1.070, 0.344, -0.218], [-0.027, -1.303, 1.983], [-0.898, 0.137, 2.465], [-2.081, -2.036, 0.607]]}



[5]
{"formula": "H10O5", "method": "ωB97M-V/def2-TZVPD", "orbital_gap_ev": 9.176, "smiles": "O.O.O.O.O", "e_homo_ev": -8.92, "fmax_ev_per_a": 5.51, "lumo_ev": 0.3, "spin_multiplicity": 1, "species": ["H", "H", "H", "H", "H", "H", "H", "H", "H", "H", "O", "O", "O", "O", "O"], "xyz": [[-1.462, 1.453, -0.309], [-0.102, 1.754, 0.300], [4.114, 0.786, -0.779], [4.123, -0.734, -0.760], [-1.363, -1.295, 0.231], [-2.709, -1.607, -0.401], [-4.748, 0.041, 0.141], [-3.375, -0.158, 0.760], [2.031, -0.499, 0.580], [3.488, -0.579, 1.006], [-0.560, 1.694, -0.547], [3.528, 0.022, -0.823], [-1.809, -1.343, -0.622], [-3.880, 0.453, 0.212], [2.726, 0.012, 1.011]]}



Computed values of total energy (unit: hartree) for the preceding records, in sequence: -1018.31202 -3347.65729 -525.88414 -343.12271 -382.10080.
Computed values of energy relative to the best compared isomer or geometry (same formula, charge and spin) (unit: kcal/mol) for the preceding records, in sequence: 38.0 134.3 0.0 49.4 77.4.